This record from the OMol25 dataset describes a structure of composition C13H17N3O4RuS. The level of theory is the ωB97M-V functional and the def2-TZVPD basis.

The geometry in XYZ format:
```
39
Properties=species:S:1:pos:R:3
Ru 0.0978 0.3352 0.4588
O 0.6862 3.9204 -1.1368
C 0.8489 2.8533 -0.6196
O 0.0562 2.3265 0.3197
C 2.0588 1.9773 -0.8699
C 3.3088 2.3784 -1.3036
C 4.3823 1.5231 -1.0739
C 4.2122 0.3645 -0.3197
C 2.9305 0.0404 0.0804
N 1.9010 0.7781 -0.3220
C 2.5089 -0.8991 1.1931
O 3.1425 -1.8647 1.5234
O 1.3738 -0.4962 1.7627
H 3.4344 3.3537 -1.7523
H 5.3728 1.8060 -1.4039
H 5.0483 -0.2412 0.0000
C -2.2196 -1.3266 1.4499
C -1.0847 -2.2827 1.1250
N -0.2127 -1.7447 0.0444
C -0.6493 -1.9962 -1.3496
C -1.8005 -1.1048 -1.7814
S -1.4826 0.6355 -1.3175
C -2.9552 1.0682 -0.3191
C -2.6694 1.1026 1.1815
N -1.6979 0.0578 1.5815
H -2.7166 -1.6445 2.3678
H -2.9764 -1.3330 0.6695
H -1.4772 -3.2657 0.8538
H -0.4403 -2.3979 1.9963
H 0.6833 -2.2138 0.1558
H -0.9287 -3.0457 -1.4786
H 0.2172 -1.8027 -1.9824
H -2.7500 -1.4129 -1.3516
H -1.9060 -1.1424 -2.8643
H -3.7443 0.3686 -0.5905
H -3.2677 2.0556 -0.6526
H -3.6107 0.9930 1.7273
H -2.2226 2.0593 1.4437
H -1.4513 0.2175 2.5549
```

multiplicity = 2
highest occupied orbital energy (alpha / beta) = -12.38 / -12.57 eV
LUMO level (alpha / beta) = -3.2475 / -4.5419 eV
max |F| = 0.23 eV/A
charge = +1
orbital gap (alpha / beta) = 9.13 / 8.03 eV

=====

This record from the OMol25 dataset describes a structure of composition C20H48F6KO20P4 in a non-equilibrium geometry. The level of theory is the ωB97M-V functional and the def2-TZVPD basis.

The geometry in XYZ format:
```
99
Properties=species:S:1:pos:R:3
K -0.7901 1.1170 -0.1093
C 0.2102 4.2685 1.1913
O 0.0250 3.8074 -0.1654
O -0.1591 3.2816 1.9983
C 1.5879 4.9414 1.4068
F 1.8587 5.9005 0.4872
F 1.6454 5.5694 2.5946
F 2.5965 4.0498 1.3795
C -0.2649 4.7141 -1.1817
C -0.5696 3.9445 -2.4571
H -0.6660 4.5195 -3.3819
H 0.2931 3.3115 -2.6895
H -1.4503 3.3014 -2.3942
H 0.5788 5.3516 -1.4719
H -1.1136 5.3790 -0.9653
H -0.4795 5.1356 1.2916
C 0.9569 -0.3415 -3.5952
O 2.3035 -0.7220 -3.3444
O 0.3065 0.0346 -2.4779
C 0.8651 0.4445 -4.9408
F 1.8004 0.0814 -5.8419
F -0.3286 0.2551 -5.5353
F 1.0071 1.7914 -4.7820
C 3.2581 0.3052 -3.2236
C 4.6365 -0.3158 -3.0131
H 5.3640 0.4659 -3.2435
H 4.7605 -0.6266 -1.9787
H 4.7115 -1.0386 -3.8271
H 3.0369 0.9758 -2.3870
H 3.3342 0.9047 -4.1380
H 0.5048 -1.3121 -3.8768
C 1.7119 -1.3798 4.0188
O 0.9059 -2.4446 3.4880
P 0.4145 -2.3575 1.9683
O -0.2449 -1.1347 1.5172
O 1.7124 -2.7809 1.1611
C 1.6403 -2.8269 -0.2698
O -0.5914 -3.5882 1.8702
C -0.1694 -4.9132 2.2503
H 1.9489 -0.6436 3.2526
H 2.6597 -1.7636 4.3927
H 1.1619 -0.9092 4.8311
H 0.6602 -2.6425 -0.7074
H 2.0012 -3.7919 -0.6355
H 2.3647 -2.1064 -0.6492
H 0.3391 -5.3056 1.3706
H -1.0680 -5.4839 2.4748
H 0.4332 -4.8788 3.1560
C -4.2459 4.3412 -2.1128
O -5.0910 3.3895 -1.4782
P -4.6257 2.5964 -0.1872
O -3.4127 1.7736 -0.4312
O -4.4924 3.7449 0.9051
C -3.8382 3.4993 2.1734
O -5.9384 1.7650 0.1779
C -6.0702 0.9503 1.3234
H -3.3694 4.5598 -1.4991
H -4.7816 5.2550 -2.3511
H -3.8157 3.9164 -3.0203
H -3.3620 4.4253 2.4793
H -3.1660 2.6526 2.0449
H -4.6131 3.2791 2.9125
H -6.0363 -0.1156 1.0867
H -7.0473 1.1652 1.7555
H -5.2957 1.0861 2.0813
C 5.7958 1.8361 3.7538
O 4.7909 1.3552 2.8802
P 5.0415 0.0366 2.0324
O 6.1273 0.1163 1.0395
O 3.5999 -0.2977 1.4526
C 3.0105 0.6080 0.5115
O 5.1510 -1.0922 3.1663
C 5.8917 -2.2902 2.9776
H 5.5716 1.5465 4.7833
H 5.8333 2.9238 3.7353
H 6.7810 1.4406 3.4972
H 3.5294 1.5469 0.3286
H 1.9980 0.8146 0.8513
H 2.8513 0.1284 -0.4555
H 5.2029 -3.1225 3.1211
H 6.7512 -2.3070 3.6438
H 6.2759 -2.4281 1.9638
C -2.2412 -5.8086 -0.8267
O -2.8013 -4.5386 -1.1482
P -4.0869 -4.0153 -0.3814
O -4.1740 -4.3720 1.0365
O -4.1204 -2.4631 -0.6817
C -3.0038 -1.6870 -0.1928
O -5.3268 -4.5227 -1.2922
C -5.1565 -4.7968 -2.6596
H -2.3568 -6.4617 -1.6938
H -2.7145 -6.3005 0.0221
H -1.1774 -5.6746 -0.6412
H -3.2901 -1.1232 0.6913
H -2.6570 -1.0298 -0.9874
H -2.1631 -2.3403 0.0403
H -5.1492 -5.8607 -2.9027
H -4.3034 -4.2672 -3.0898
H -5.9794 -4.3812 -3.2530
```

multiplicity = 1
highest occupied orbital energy = -4.74 eV
LUMO level = 2.1474 eV
max |F| = 3.05 eV/A
charge = -1
orbital gap = 6.89 eV

=====

This record from the OMol25 dataset describes a structure of composition C48H45IN7O3SeTeTi in a non-equilibrium geometry. The level of theory is the ωB97M-V functional and the def2-TZVPD basis.

The geometry in XYZ format:
```
107
Properties=species:S:1:pos:R:3
Ti 0.4614 -0.7958 0.9673
C 1.4363 -0.2740 5.0633
C 1.7166 -1.1364 3.9109
O 0.9818 -1.0730 2.8896
N 2.7035 -1.9853 3.9509
C 2.9389 -2.9295 2.8430
C 3.6443 -2.3587 1.6571
C 5.0270 -2.4353 1.5808
C 5.6334 -1.9616 0.4100
C 4.8678 -1.4282 -0.6093
C 3.4999 -1.3573 -0.4293
N 2.8956 -1.7735 0.6897
H 0.9059 0.5870 4.6539
H 2.3317 0.0996 5.5612
H 0.7752 -0.7889 5.7857
H 3.2783 -2.0136 4.7801
H 1.9592 -3.3260 2.5342
H 3.5424 -3.7334 3.2417
H 5.5904 -2.8803 2.3760
H 6.7203 -2.0046 0.3116
H 5.3099 -1.0405 -1.5291
H 2.8131 -0.9588 -1.1814
C -0.4146 2.8828 -5.1947
C -0.1839 1.9618 -4.0090
C -0.0545 0.6009 -4.2496
C 0.1679 -0.2492 -3.1981
C 0.3233 -1.7174 -3.4698
O 1.3335 -2.0711 -4.0361
C -0.7033 -2.6500 -3.0185
C -0.5558 -3.9647 -3.4414
C -1.4624 -4.9298 -3.0370
C -2.5149 -4.5748 -2.1821
C -2.6712 -3.2652 -1.7663
C -1.7595 -2.2957 -2.1724
C 0.3054 0.2118 -1.8778
O 0.5041 -0.6983 -0.9430
C 0.1588 1.6006 -1.6096
C -0.0535 2.4499 -2.7195
C 0.2915 2.1270 -0.2396
N 0.4769 1.3584 0.7898
C 0.4393 2.0001 2.1403
C 1.7238 2.6829 2.5855
Te 3.5173 1.4866 2.4121
C 4.3239 2.5671 0.7940
C 4.0114 2.2006 -0.5103
C 4.5048 2.9452 -1.5951
C 5.2828 4.0469 -1.3577
C 5.5806 4.4320 -0.0593
C 5.1090 3.6942 1.0247
C 0.2283 3.6462 -0.0581
C -0.9693 4.2184 0.3615
C -1.0512 5.6009 0.4960
C 0.0403 6.3829 0.1609
C 1.2294 5.8237 -0.2960
C 1.3396 4.4331 -0.4114
H -0.6273 2.3332 -6.0960
H 0.4501 3.5025 -5.3551
H -1.2827 3.4905 -4.9460
H -0.1256 0.1483 -5.2011
H 0.2422 -4.2184 -4.1280
H -1.3783 -5.9566 -3.3789
H -3.2326 -5.3350 -1.9118
H -3.5128 -2.9810 -1.1459
H -1.8775 -1.2683 -1.8682
H -0.1830 3.5129 -2.5175
H 0.1232 1.2077 2.8049
H -0.3328 2.7484 2.1938
H 1.6067 3.1028 3.5890
H 1.9563 3.5285 1.9050
H 3.3806 1.3250 -0.6831
H 4.2768 2.6815 -2.6163
H 5.7045 4.6027 -2.2007
H 6.2068 5.2747 0.1679
H 5.3748 4.0258 2.0073
H -1.8372 3.5963 0.5091
H -1.9639 6.0652 0.8130
H -0.0304 7.4707 0.1887
H 2.0645 6.4729 -0.5349
H 2.2512 3.9507 -0.7250
C -4.7103 0.9527 -0.7566
N -4.8192 -0.1588 0.1758
C -3.8155 -0.7170 0.8883
Se -2.1732 0.1367 1.1408
N -4.3655 -1.7483 1.5928
C -5.7236 -1.8164 1.3838
C -6.7419 -2.6106 1.9206
C -8.0387 -2.2834 1.6146
C -8.3343 -1.1697 0.8013
C -7.3280 -0.4142 0.2132
C -6.0341 -0.7964 0.4855
H -3.7426 0.9140 -1.2499
H -4.8109 1.8955 -0.2066
H -5.5100 0.8383 -1.4801
H -3.8819 -2.2846 2.3096
H -6.5185 -3.4273 2.6215
H -8.8633 -2.8590 2.0233
H -9.3818 -0.9285 0.6239
H -7.5527 0.3782 -0.4508
I -2.2359 -6.5488 1.6704
C -0.9036 -5.0655 1.0815
C 0.1555 -5.2099 0.2071
N 0.7487 -4.0000 0.1093
N 0.1356 -3.0805 0.8801
C -0.8577 -3.7185 1.4781
H 0.5739 -6.0341 -0.3391
H 1.4886 -3.7132 -0.4974
H -1.5437 -3.1815 2.1186
```

multiplicity = 2
highest occupied orbital energy (alpha / beta) = -12.46 / -12.48 eV
LUMO level (alpha / beta) = -5.0094 / -5.0052 eV
max |F| = 1.98 eV/A
charge = +2
orbital gap (alpha / beta) = 7.45 / 7.48 eV

=====

This record from the OMol25 dataset describes a structure of composition C22H40BCl16N3O3PS in a non-equilibrium geometry. The level of theory is the ωB97M-V functional and the def2-TZVPD basis.

The geometry in XYZ format:
```
87
Properties=species:S:1:pos:R:3
C 2.5195 0.6201 4.9669
O 1.5539 1.6722 4.7505
B 1.3392 1.8351 3.4219
O 2.3401 2.3133 2.6043
C -0.0537 1.5083 2.6848
N -0.3320 2.2489 1.6128
N -1.3735 2.2060 0.8291
C -2.2515 1.2788 1.1093
C -2.0772 0.3907 2.1896
N -3.0777 -0.5992 2.3580
C -2.6165 -1.7094 2.0784
O -2.1213 -2.7351 1.9252
C -0.9740 0.4971 3.0394
P -0.7056 -0.6003 4.5156
S -2.2611 -1.5140 5.2346
H 3.4724 0.8528 4.4895
H 2.6811 0.4727 6.0321
H 2.1723 -0.3306 4.5624
H 2.5060 1.6528 1.9105
H 0.3766 2.9524 1.3633
H -3.1296 1.2008 0.4828
H -0.1066 0.1830 5.4953
H 0.3065 -1.4804 4.0779
Cl -2.2051 -8.7135 0.0373
C -2.2894 -6.9591 -0.2773
C -2.9751 -6.2117 0.8356
Cl -4.7180 -6.5778 0.9306
H -2.7968 -6.8128 -1.2272
H -1.2714 -6.6055 -0.3697
H -2.8847 -5.1406 0.6598
H -2.5315 -6.4426 1.8010
Cl 3.1369 -2.5831 4.5228
C 4.1627 -2.6701 3.0669
C 4.2570 -1.3431 2.3588
Cl 2.6957 -0.8611 1.6130
H 3.7555 -3.4426 2.4193
H 5.1542 -2.9799 3.3918
H 4.9854 -1.4035 1.5526
H 4.5606 -0.5494 3.0360
Cl 1.2941 4.1768 -0.3538
C 1.6415 3.5253 -1.9948
C 0.4586 3.6172 -2.9186
Cl -0.8395 2.5099 -2.4168
H 1.9674 2.4963 -1.8632
H 2.4665 4.1115 -2.3953
H 0.7576 3.3267 -3.9247
H 0.0469 4.6260 -2.9644
Cl 2.4816 0.0564 -2.1527
C 3.2404 -0.4638 -3.6874
C 4.7384 -0.3198 -3.6487
Cl 5.2395 1.3896 -3.6080
H 2.8014 0.1220 -4.4906
H 2.9694 -1.5075 -3.8383
H 5.1702 -0.7605 -4.5456
H 5.1651 -0.8158 -2.7805
Cl -0.1925 -3.2974 0.4109
C 0.9128 -3.4471 -0.9836
C 0.1930 -3.7254 -2.2746
Cl -0.5077 -5.3636 -2.3075
H 1.6353 -4.2315 -0.7677
H 1.4435 -2.4977 -1.0528
H 0.8992 -3.6615 -3.1018
H -0.6123 -3.0203 -2.4594
Cl -3.1911 4.4958 4.5653
C -3.1184 3.9484 6.2634
C -1.9883 2.9785 6.4804
Cl -2.2877 1.4158 5.6465
H -4.0791 3.5082 6.5179
H -2.9701 4.8332 6.8798
H -1.8812 2.7522 7.5395
H -1.0450 3.3830 6.1191
Cl 0.3467 -3.6987 -6.3097
C -1.3815 -3.2668 -6.2064
C -1.5849 -1.7775 -6.0961
Cl -1.0003 -1.1488 -4.5317
H -1.8066 -3.7920 -5.3543
H -1.8583 -3.6363 -7.1124
H -2.6457 -1.5422 -6.1602
H -1.0674 -1.2402 -6.8864
Cl -0.5584 6.3187 -4.3679
C -2.0952 6.9469 -5.0281
C -3.2910 6.3536 -4.3306
Cl -3.4816 4.6180 -4.6884
H -2.1089 6.7389 -6.0945
H -2.0842 8.0263 -4.8877
H -4.1963 6.8527 -4.6718
H -3.2192 6.4675 -3.2519
```

multiplicity = 1
highest occupied orbital energy = -11.20 eV
LUMO level = -4.1734 eV
max |F| = 1.51 eV/A
charge = +1
orbital gap = 7.03 eV